# C13H37GaN3OP

A molecular structure, C13H37GaN3OP (ωB97M-V/def2-TZVPD, OMol25).

As for the total energy: -3022.95364 hartree. For the orbital gap, the calculation gives 0.140 Eh. The LUMO energy is -1.123 eV.

```
! RIJCOSX wB97M-V def2-TZVPD def2/J DEFGRID3
* xyz 0 1
C -3.4360 -1.4849 -1.6374
C -3.7222 -1.9629 -3.0564
P -2.2341 -2.4333 -4.1024
C -1.8278 -0.7873 -4.8891
Ga -0.3918 -2.8644 -2.6339
C 0.8216 -4.2747 -3.4769
N 2.2946 -3.9572 -3.4792
C 0.5439 -1.0680 -2.3263
C 1.6005 -1.0909 -1.2294
C 2.1020 0.2818 -0.6872
C 1.8151 1.4727 -1.5754
N 2.4273 2.7111 -1.0126
H -2.6705 -0.7132 -1.6292
H -4.3472 -1.0332 -1.2312
H -3.1653 -2.3092 -0.9881
H -4.4182 -2.7955 -3.0439
H -4.2064 -1.1385 -3.5773
H -2.1577 0.0170 -4.2267
H -2.3148 -0.6308 -5.8460
H -0.7523 -0.6754 -4.9700
H -0.9861 -3.4753 -1.2546
H 0.5338 -4.5108 -4.4977
H 0.7159 -5.2113 -2.9345
H 2.5584 -3.7822 -2.5160
H 2.4071 -3.0799 -3.9764
H -0.2531 -0.3759 -2.0503
H 0.9797 -0.6706 -3.2420
H 1.2684 -1.6913 -0.3839
H 2.4824 -1.5928 -1.6263
H 3.1770 0.2747 -0.5210
H 1.5666 0.4600 0.2540
H 0.7372 1.6116 -1.6278
H 2.1432 1.3028 -2.5949
H 2.2255 3.4459 -1.6887
H 1.8376 2.9622 -0.2205
C -0.6061 0.6959 3.2393
N 0.2058 1.3585 4.3148
C 1.1974 0.3547 4.8124
C -0.6861 1.7627 5.4363
C 0.9990 2.5382 3.7907
C 0.2166 3.7302 3.2876
O -0.5921 3.3523 2.1877
H -0.9127 -0.2816 3.6072
H -1.4868 1.2841 3.0222
H 0.0121 0.5786 2.3538
H 0.6546 -0.4972 5.2116
H 1.8009 0.8147 5.5911
H 1.8230 0.0451 3.9791
H -1.4422 2.4449 5.0613
H -0.0866 2.2429 6.2065
H -1.1641 0.8702 5.8313
H 1.6275 2.1391 2.9945
H 1.6324 2.8623 4.6158
H 0.9498 4.4781 2.9719
H -0.3923 4.1765 4.0806
H -1.1047 4.1194 1.9036
*
```

Population analysis type Löwdin, resulting atomic charges in e: -0.225 -0.537 0.704 -0.410 0.253 -0.397 -0.105 -0.329 -0.303 -0.221 -0.308 -0.024 0.042 0.050 0.029 0.039 0.045 0.012 0.002 -0.004 -0.074 0.018 0.017 0.020 0.030 0.022 0.038 0.077 0.081 0.098 0.074 0.097 0.112 0.055 0.035 0.026 -0.365 0.012 0.015 -0.097 -0.225 -0.051 0.116 0.105 0.109 0.113 0.112 0.120 0.107 0.116 0.116 0.144 0.141 0.136 0.121 0.112

=====

# C5H32N2O10

10 unconnected molecules or ions with the total composition C5H32N2O10 in a non-equilibrium geometry (ωB97M-V/def2-TZVPD, OMol25).

As for the total energy: -1071.57484 hartree. The SMILES is C[C@H](O)CCNCN.O.O.O.O.O.O.O.O.O. For the orbital gap, the calculation gives 0.340 Eh. The LUMO energy is 0.035 eV.

```
! RIJCOSX wB97M-V def2-TZVPD def2/J DEFGRID3
* xyz 0 1
C -1.1366 -1.4340 -3.2877
C -0.1666 -0.8541 -2.2793
O 0.3761 0.4202 -2.5918
C 0.9517 -1.8772 -1.9658
C 0.6681 -2.8841 -0.8337
N 1.2530 -2.3837 0.4024
C 1.0767 -3.2985 1.5461
N 1.6464 -2.8394 2.7822
H -1.6297 -2.3306 -2.9252
H -2.0730 -0.8657 -3.3883
H -0.5566 -1.5491 -4.2023
H -0.7222 -0.6598 -1.3236
H 1.0720 0.5907 -1.9263
H 1.0577 -2.4548 -2.8873
H 1.8869 -1.3258 -1.7847
H 1.2806 -3.7423 -1.0959
H -0.4180 -3.0599 -0.8191
H 1.1178 -1.4130 0.6634
H 0.0307 -3.6085 1.6900
H 1.6736 -4.1345 1.1658
H 1.0449 -2.1852 3.2650
H 2.5707 -2.4593 2.6573
O 2.2817 1.4462 -0.6503
H 2.8884 0.8502 -0.1986
H 1.5920 1.7549 -0.0392
O 1.3354 0.3171 4.5087
H 0.6900 1.0012 4.6925
H 2.1461 0.7370 4.2172
O -4.6198 -0.2288 1.3649
H -4.1831 0.4449 0.8238
H -4.0578 -0.1797 2.1455
O 0.2322 2.3626 3.2340
H 0.3813 1.9062 2.3915
H 0.3915 3.2996 3.1069
O -0.0559 2.0828 0.5039
H -0.9608 1.8662 0.2803
H 0.1062 2.9745 0.1956
O -3.8188 1.0017 -1.6491
H -2.8844 1.2480 -1.7198
H -4.3970 1.0930 -2.4083
O -1.8013 3.9938 -0.1910
H -1.2558 4.0457 -0.9779
H -2.6786 3.9453 -0.5749
O -1.2360 2.4284 -2.1402
H -1.1864 2.8116 -3.0290
H -0.4739 1.7748 -2.2915
O 3.6607 -0.9598 0.3797
H 3.3307 -1.7421 -0.0758
H 3.2508 -1.0736 1.2600
*
```

Population analysis type Löwdin, resulting atomic charges in e: -0.034 -0.432 -0.071 -0.132 -0.213 -0.111 -0.314 0.032 0.085 0.076 0.092 0.146 0.060 0.111 0.111 0.117 0.121 0.108 0.120 0.113 0.059 0.053 -0.058 0.012 -0.002 -0.073 0.008 0.026 -0.064 0.006 0.028 -0.068 0.015 0.048 -0.052 0.059 0.054 -0.060 -0.004 0.041 -0.063 0.015 0.046 -0.106 0.075 0.037 -0.070 0.026 0.029

=====

# C36H28AsNNaOS

A molecular structure, C36H28AsNNaOS in a non-equilibrium geometry (ωB97M-V/def2-TZVPD, OMol25).

As for the total energy: -4314.89840 hartree. For the orbital gap, the calculation gives 0.223 Eh. The LUMO energy is 2.313 eV.

```
! RIJCOSX wB97M-V def2-TZVPD def2/J DEFGRID3
* xyz -1 1
Na -0.3774 -1.6342 -1.5305
C -1.5215 -3.4010 0.5563
C -0.2906 -3.0548 1.1995
C 0.7585 -3.4580 0.3154
C 0.1848 -3.9775 -0.8495
C -1.2388 -3.9427 -0.6980
H -2.5079 -3.3066 0.9930
H -0.1851 -2.9895 2.2765
H 1.8201 -3.4016 0.5209
H 0.7168 -4.3356 -1.7215
H -1.9604 -4.2825 -1.4289
S -0.9803 2.2622 -4.4920
C 0.0615 2.9964 -3.3224
C 0.2645 4.3436 -3.0165
C 1.1574 4.6624 -2.0080
C 1.8416 3.6547 -1.3113
C 1.6317 2.3250 -1.6162
C 0.7365 1.9911 -2.6322
N 0.4616 0.6875 -3.0374
C -0.4074 0.6702 -3.9914
C -0.9797 -0.5655 -4.6246
C -1.4376 -0.4645 -5.9418
C -2.0066 -1.5722 -6.5506
C -2.1061 -2.7556 -5.8194
C -1.6343 -2.8137 -4.5095
C -1.0437 -1.7256 -3.8343
H -0.2654 5.1206 -3.5541
H 1.3237 5.7014 -1.7497
H 2.5198 3.9155 -0.5085
H 2.1342 1.5363 -1.0745
H -1.3382 0.4631 -6.5008
H -2.3606 -1.5144 -7.5731
H -2.5541 -3.6328 -6.2786
H -1.7390 -3.7698 -3.9941
O -0.3409 -0.1232 -0.2350
As 0.0394 -0.1656 1.3924
C -1.4018 -0.4299 2.6383
C -1.2228 -0.2209 4.0007
C -2.3062 -0.3560 4.8586
C -3.5582 -0.6777 4.3503
C -3.7289 -0.8664 2.9857
C -2.6470 -0.7537 2.1215
C 1.7643 -0.8219 1.9473
C 2.0039 -1.4421 3.1629
C 3.2992 -1.8409 3.4823
C 4.3378 -1.6296 2.5851
C 4.0827 -1.0199 1.3622
C 2.7973 -0.6136 1.0398
C 0.3195 1.7638 1.7454
C -0.6697 2.6396 1.2875
C -0.5606 4.0047 1.4973
C 0.5463 4.5240 2.1651
C 1.5393 3.6665 2.6127
C 1.4245 2.2901 2.4031
H -0.2611 0.0797 4.3979
H -2.1762 -0.1986 5.9216
H -4.4043 -0.7791 5.0183
H -4.7056 -1.1119 2.5881
H -2.7649 -0.9249 1.0595
H 1.1950 -1.6354 3.8572
H 3.4917 -2.3284 4.4298
H 5.3424 -1.9501 2.8309
H 4.8833 -0.8670 0.6498
H 2.5979 -0.1636 0.0761
H -1.5222 2.2565 0.7405
H -1.3287 4.6702 1.1225
H 0.6366 5.5927 2.3212
H 2.4082 4.0620 3.1261
H 2.2121 1.6388 2.7648
*
```

Population analysis type Löwdin, resulting atomic charges in e: 0.251 -0.178 -0.240 -0.181 -0.188 -0.177 0.074 0.072 0.080 0.086 0.079 1.066 -0.485 -0.104 -0.110 -0.098 -0.019 -0.305 0.112 -0.501 -0.292 -0.112 -0.132 -0.132 -0.157 -0.068 0.098 0.092 0.095 0.089 0.072 0.082 0.081 0.064 -0.480 1.226 -0.299 -0.099 -0.089 -0.093 -0.073 -0.092 -0.324 -0.096 -0.080 -0.090 -0.075 -0.094 -0.267 -0.090 -0.088 -0.104 -0.100 -0.096 0.099 0.098 0.097 0.104 0.106 0.095 0.100 0.098 0.104 0.096 0.108 0.101 0.096 0.096 0.094